Entry 1:
Entry from the Open Molecules 2025 dataset: C40H29BrCl2N4O4SY as an isolated structure (ωB97M-V with the def2-TZVPD basis set).

Geometry (Å):
Y  -0.408193  0.140157  -0.088837
C  10.704044  0.302377  8.738807
O  9.359277  -0.027575  9.058707
C  8.441703  0.023058  8.073717
C  8.718851  0.373915  6.753871
C  7.694282  0.394709  5.821662
C  6.391631  0.071831  6.181985
C  6.128161  -0.286418  7.507090
C  7.136314  -0.310558  8.443807
C  5.337406  0.113570  5.171250
N  5.519647  0.093510  3.868977
C  4.264079  0.165710  3.330372
C  3.304335  0.231430  4.312417
N  4.005740  0.192644  5.493801
C  1.906123  0.265905  4.038991
C  0.888274  0.297815  5.004995
C  -0.424283  0.290046  4.607638
C  -0.712840  0.256655  3.240935
N  0.230801  0.229982  2.312572
C  1.529117  0.231526  2.684528
C  2.533787  0.173780  1.632154
N  2.096155  0.138047  0.353840
C  2.983373  0.083638  -0.624527
C  4.364360  0.059236  -0.396051
C  4.823476  0.089749  0.895634
C  3.897377  0.146365  1.947622
H  11.263230  0.199614  9.663170
H  10.780995  1.330667  8.379752
H  11.108924  -0.382423  7.990847
H  9.720236  0.635090  6.446483
H  7.901400  0.670564  4.796528
H  5.130321  -0.577623  7.815071
H  6.945669  -0.592730  9.470014
H  3.645335  0.326925  6.422335
H  1.137089  0.325140  6.058773
H  -1.232625  0.312191  5.324059
H  -1.739366  0.249350  2.889254
H  2.580276  0.060414  -1.631177
H  5.043438  0.021357  -1.236125
H  5.880232  0.072333  1.129000
Cl  -0.004307  4.586626  -6.229761
C  0.037640  3.367657  -5.001797
C  0.186505  2.026036  -5.377559
C  0.223059  1.037338  -4.428186
Cl  0.423767  -0.610138  -4.909017
C  0.100095  1.318846  -3.044173
O  0.133284  0.360678  -2.174557
C  -0.036526  2.689737  -2.694116
C  -0.126011  3.123540  -1.332641
O  -0.137662  2.404080  -0.322999
C  -0.066508  3.697194  -3.681533
H  0.274431  1.770037  -6.424616
H  -0.180548  4.209338  -1.177842
H  -0.175203  4.731933  -3.382082
Br  -7.513335  -0.019735  0.108817
C  -5.621361  0.085736  0.106001
C  -4.890339  -0.776456  -0.691604
C  -3.502338  -0.687407  -0.674537
C  -2.800035  0.238798  0.113336
C  -3.601475  1.090531  0.889187
C  -4.989423  1.028690  0.899969
H  -5.397468  -1.501467  -1.314305
H  -2.962028  -1.381537  -1.318238
H  -3.140312  1.856801  1.510484
H  -5.576207  1.704020  1.508657
C  0.154328  -4.675587  -0.266113
S  0.988639  -3.101767  -0.372376
O  -0.114719  -2.103818  -0.037410
C  2.003487  -3.198340  1.080370
C  3.373276  -3.319067  0.901216
C  4.194700  -3.377781  2.019543
C  3.640847  -3.303115  3.288512
C  2.264769  -3.176983  3.452491
C  1.434903  -3.121763  2.345667
H  -0.365405  -4.738610  0.688142
H  0.904417  -5.460327  -0.356617
H  -0.548596  -4.725903  -1.095209
H  3.792837  -3.358445  -0.096855
H  5.266121  -3.466659  1.899509
H  4.286724  -3.336872  4.156624
H  1.838813  -3.121185  4.446016
H  0.363416  -3.004429  2.457664

Cartesian forces, eV/Å:
Y -0.1041 -0.0619 -0.2164
C -0.0060 -0.0034 0.0036
O -0.0007 0.0032 -0.0037
C 0.0097 -0.0017 0.0114
C -0.0065 -0.0029 -0.0003
C 0.0050 -0.0055 0.0069
C -0.0037 0.0022 -0.0118
C 0.0044 0.0016 0.0018
C -0.0040 0.0021 -0.0107
C -0.0048 0.0500 0.0011
N -0.0096 -0.0432 -0.0017
C 0.0225 0.0073 0.0097
C -0.0053 -0.0196 0.0163
N 0.0049 -0.0055 -0.0051
C -0.0034 -0.0170 0.0053
C -0.0053 0.0010 -0.0032
C 0.0012 0.0031 -0.0076
C -0.0221 -0.0018 0.0105
N -0.0842 0.0535 0.0462
C 0.0096 -0.0030 0.0003
C -0.0139 -0.0101 -0.0108
N 0.0178 0.0130 0.0475
C 0.0061 0.0038 0.0135
C -0.0108 -0.0009 -0.0218
C 0.0074 -0.0100 0.0188
C -0.0061 -0.0049 -0.0156
H 0.0014 0.0004 -0.0011
H 0.0012 -0.0001 -0.0017
H 0.0009 0.0014 -0.0015
H 0.0008 0.0002 -0.0012
H -0.0014 0.0002 -0.0010
H 0.0004 -0.0003 0.0011
H 0.0005 0.0003 0.0007
H -0.0025 -0.0122 -0.0009
H -0.0010 -0.0014 0.0001
H 0.0052 0.0013 0.0058
H 0.0070 -0.0008 -0.0134
H 0.0044 -0.0027 -0.0036
H 0.0010 -0.0003 0.0015
H -0.0013 -0.0007 -0.0020
Cl -0.0002 0.0066 0.0015
C -0.0020 -0.0038 0.0014
C -0.0007 0.0156 0.0033
C 0.0052 0.0042 -0.0168
Cl -0.0012 -0.0108 0.0033
C 0.0505 -0.0262 -0.0542
O -0.0342 0.0555 0.0246
C -0.0047 0.0350 0.0119
C 0.0074 -0.0654 0.0077
O -0.0285 0.0628 0.0300
C 0.0112 -0.0164 0.0075
H 0.0014 -0.0139 0.0026
H 0.0022 0.0045 -0.0162
H 0.0004 0.0036 -0.0106
Br -0.0008 -0.0009 -0.0006
C 0.0011 0.0010 -0.0001
C 0.0018 0.0090 -0.0070
C 0.0121 -0.0014 0.0272
C 0.1177 0.0011 0.1561
C -0.0038 0.0157 -0.0100
C -0.0022 -0.0026 -0.0110
H -0.0017 -0.0002 -0.0003
H 0.0008 -0.0080 0.0085
H 0.0005 -0.0062 0.0042
H 0.0021 0.0002 0.0015
C 0.0071 -0.0112 -0.0017
S -0.0235 0.0021 -0.0244
O 0.0484 -0.0274 -0.0055
C 0.0282 -0.0209 -0.0003
C -0.0045 -0.0022 0.0095
C 0.0114 0.0172 -0.0043
C 0.0020 0.0161 0.0065
C 0.0031 0.0166 -0.0021
C -0.0130 0.0023 0.0041
H 0.0011 0.0084 0.0015
H -0.0067 -0.0052 -0.0011
H 0.0003 0.0075 -0.0035
H 0.0035 0.0030 -0.0005
H -0.0027 -0.0010 -0.0049
H -0.0062 -0.0018 0.0001
H 0.0012 0.0004 -0.0002
H 0.0012 0.0027 -0.0045

## Properties
**Total charge**: +1
**E_tot**: -163066.982 eV
**HOMO**: -10.17 eV
**Kohn-Sham gap**: 6.93 eV
**F_max**: 0.248 eV/A
**Relative energy (zero: lowest compared OMol25 entry of this formula, charge and spin)**: 0.000 eV



Entry 2:
Entry from the Open Molecules 2025 dataset: C29H22N6NaO4S3 as an isolated structure (ωB97M-V with the def2-TZVPD basis set).

Geometry (Å):
Na  0.566581  -0.981223  -1.620090
O  1.385360  6.238780  -2.618403
C  0.252534  5.688440  -2.722780
O  -0.926639  6.147290  -2.810755
C  0.329903  4.169380  -2.749850
C  1.572846  3.505849  -2.560526
C  1.537146  2.094909  -2.446946
N  0.472431  1.330019  -2.563853
C  -0.677316  1.976885  -2.767238
C  -0.797669  3.364033  -2.920966
C  -1.890419  1.158639  -2.800114
C  -3.137224  1.799829  -2.744118
C  -4.290126  1.022849  -2.756920
C  -4.177029  -0.352126  -2.871280
C  -2.903107  -0.899385  -2.973229
N  -1.753600  -0.193693  -2.873962
C  2.774723  1.388540  -2.213010
C  4.012759  2.063071  -2.209843
C  5.158772  1.302303  -1.948205
C  5.074596  -0.086986  -1.682365
C  3.816463  -0.648659  -1.699459
N  2.709150  0.057132  -1.875215
H  2.510636  4.044635  -2.494766
H  -1.721802  3.844906  -3.263261
H  -3.156123  2.888850  -2.652239
H  -5.255737  1.543288  -2.840296
H  -5.051442  -0.987538  -2.991875
H  -2.826444  -1.972178  -3.164082
H  4.155004  3.152665  -2.432832
H  6.152011  1.746003  -1.933234
H  5.928044  -0.697243  -1.500096
H  3.626982  -1.685524  -1.530653
C  -3.147945  -4.421039  1.116105
C  -1.673663  -4.338211  0.758670
C  -0.667547  -4.312175  1.749865
C  0.620133  -4.031925  1.359797
N  0.932798  -3.620629  0.111473
C  0.069802  -3.808262  -0.903912
S  0.336910  -3.517886  -2.571744
N  -1.236647  -4.236670  -0.540215
C  1.738332  -4.055488  2.321605
H  -3.207957  -4.407817  2.210575
H  -3.594588  -5.280172  0.569881
H  -3.728617  -3.571141  0.743485
H  -0.974279  -4.385403  2.789199
H  -1.882465  -4.352661  -1.327296
H  2.222358  -3.092817  2.153387
H  2.443451  -4.843629  2.072244
H  1.463264  -4.088915  3.395780
O  2.742475  -0.192447  4.621006
S  1.389338  -0.540859  4.224846
O  0.845762  -1.769528  4.754883
N  1.336017  -0.481102  2.567737
C  0.579709  0.482465  2.058629
S  0.191687  0.772039  0.455632
C  -0.117918  1.240518  3.125744
C  -1.076160  2.284688  3.016206
C  -1.788471  2.656468  4.128740
C  -1.377075  2.233694  5.376470
C  -0.368556  1.247696  5.557445
C  0.228041  0.785203  4.400356
H  -1.158810  2.689437  2.043808
H  -2.673527  3.300331  4.079251
H  -1.873113  2.661564  6.262582
H  -0.063995  0.970946  6.550243

Cartesian forces, eV/Å:
Na -0.0085 0.5468 -0.1829
O -1.4061 -0.1005 -0.0836
C -0.1113 0.9066 -0.3155
O 1.5131 -0.2123 0.1239
C 1.1735 -1.2360 0.1134
C -1.8592 -0.6810 0.0191
C 0.4638 1.4457 -0.5497
N -1.0715 0.5965 0.1205
C 0.0203 0.4513 -0.2329
C 0.5983 0.0599 -0.2501
C -0.6023 -1.0260 0.0653
C -0.0728 -0.4624 0.2517
C -0.0997 0.9786 -0.5791
C 0.1072 -0.1188 -0.4185
C 0.4208 0.2604 0.3405
N -1.2733 0.4282 -0.2813
C 2.0055 -1.4121 1.2998
C 0.8974 -0.2277 -0.1993
C -0.0592 -0.9148 0.2949
C -0.5075 1.5031 -0.5896
C -0.3145 0.7896 0.2137
N -0.2230 1.4671 -1.2116
H -0.5796 0.1994 0.1095
H 0.5716 -0.0976 0.5432
H -0.3133 -0.6279 -0.0515
H 0.3518 -0.4524 0.4156
H 0.1603 0.1042 0.1168
H 0.3276 0.1998 0.2102
H -0.3837 -1.3761 0.2459
H -0.2582 0.1734 -0.0526
H 0.5760 -0.1804 0.0960
H 0.2230 -0.6969 0.2250
C 0.5394 -0.2448 -0.9912
C 1.4327 0.4594 0.2858
C -2.7889 -0.0990 -0.9857
C 0.6644 0.6229 -0.9111
N -0.0675 -0.9972 -0.3409
C -0.9032 -0.0573 0.5190
S -0.0803 -0.3720 1.0139
N -0.3036 0.1553 0.5086
C 0.2736 0.8438 0.7470
H -0.3158 -0.5269 -0.4175
H 0.1441 0.1367 0.9309
H 0.4420 0.2094 0.0100
H 0.2947 -0.0929 -0.1687
H 0.3239 0.2212 0.4739
H 0.3760 0.0010 0.1750
H 0.0460 -0.1116 -0.0635
H -0.1016 -0.1452 -0.7865
O -0.9432 -0.1293 0.2915
S 0.9169 0.8307 -1.6228
O -0.0995 0.0713 -0.1390
N 0.0115 -0.4422 -0.4189
C 0.0542 -1.1439 0.9273
S 0.1097 0.0403 -0.0434
C -0.7146 1.4741 1.5427
C 1.4620 -2.0046 -0.2219
C -0.2720 0.6913 0.3079
C 0.2414 -1.0003 1.4429
C -0.7939 1.6604 -0.7568
C -0.3902 -0.1186 0.2841
H -0.7297 0.3922 -0.8896
H 0.5978 0.0638 -0.1970
H 0.2120 -0.3946 -0.4342
H 0.0955 -0.2811 0.1213

## Properties
**Total charge**: -1
**E_tot**: -84486.495 eV
**HOMO**: -5.42 eV
**Kohn-Sham gap**: 6.62 eV
**F_max**: 2.960 eV/A
**Relative energy (zero: lowest compared OMol25 entry of this formula, charge and spin)**: 0.970 eV



Entry 3:
Entry from the Open Molecules 2025 dataset: a 2-piece molecular cluster, C14H28O7 overall (ωB97M-V with the def2-TZVPD basis set).

Geometry (Å):
C  4.834413  0.413654  2.990322
C  4.316226  -1.008511  2.800488
C  3.663750  -1.251040  1.421210
C  2.481195  -2.233166  1.432961
O  1.196657  -1.652068  1.237090
C  0.638150  -0.922033  2.278740
C  0.624205  -1.609399  3.643041
C  1.084887  0.558864  2.283717
O  -0.120966  1.289724  2.499179
C  -1.145044  0.398396  2.503420
O  -2.208573  0.576155  3.019887
O  -0.746269  -0.710759  1.858790
H  4.070049  1.160956  2.770706
H  5.199484  0.565506  4.007852
H  5.681191  0.603070  2.325071
H  5.155410  -1.700013  2.911458
H  3.610276  -1.269230  3.595598
H  3.378672  -0.302660  0.962183
H  4.421850  -1.679966  0.760948
H  2.512152  -2.820223  2.353045
H  2.585763  -2.941377  0.611603
H  1.090729  -2.590195  3.626203
H  -0.404545  -1.739283  3.976173
H  1.151680  -1.012123  4.389689
H  1.842827  0.788518  3.029885
H  1.478836  0.793533  1.292260
C  -2.697009  0.632758  -5.820244
O  -2.312444  0.002554  -4.619031
C  -1.007869  0.297449  -4.160517
C  -0.966265  0.810032  -2.735598
O  -1.571440  2.068271  -2.508802
C  -2.981934  2.189936  -2.531829
C  -3.718881  1.556342  -1.370764
O  -3.629176  0.146521  -1.356581
C  -3.152041  -0.418993  -0.152284
H  -2.430339  0.022347  -6.689527
H  -3.780652  0.753992  -5.802715
H  -2.241993  1.622183  -5.923592
H  -0.517895  1.019656  -4.822329
H  -0.419521  -0.628735  -4.182622
H  0.091308  0.975972  -2.510010
H  -1.325946  0.054712  -2.034079
H  -3.401550  1.866999  -3.487248
H  -3.159383  3.265948  -2.452234
H  -4.776417  1.836790  -1.463486
H  -3.347294  1.980817  -0.431949
H  -2.432424  0.230883  0.346633
H  -2.634432  -1.346545  -0.399006
H  -3.979407  -0.646220  0.526296

Cartesian forces, eV/Å:
C 0.2576 -0.1213 -0.0278
C -0.1215 0.0151 -0.1525
C 0.2698 -0.1585 0.1532
C 0.2873 -0.0193 -0.1844
O -0.0086 -0.0351 0.1949
C -0.4022 0.3998 -0.5365
C 0.1446 0.1085 0.2513
C 0.3399 -0.2612 -0.6712
O 0.0686 0.0091 0.8200
C -0.4554 0.4898 0.3593
O 0.5612 0.0534 -0.6928
O 0.2638 -0.9486 0.4780
H 0.0021 -0.0031 0.0641
H -0.0865 0.0452 -0.0202
H -0.0999 0.0353 -0.0410
H -0.0839 -0.0338 0.1107
H -0.0378 0.1220 -0.0049
H -0.1485 -0.0625 -0.0145
H -0.0111 0.1322 -0.0442
H -0.0385 -0.0302 0.0185
H -0.1556 0.0863 -0.0189
H -0.0827 -0.0352 -0.1013
H 0.0155 0.0253 -0.0306
H -0.0442 -0.0295 -0.0336
H -0.2406 0.1293 0.1976
H -0.0946 0.0755 0.0606
C -0.0079 -0.0864 0.0038
O -0.1105 0.1676 0.1559
C 0.0633 -0.1279 -0.1109
C 0.0575 -0.0849 0.1536
O 0.1212 0.1470 -0.0057
C -0.1129 0.0851 -0.1087
C -0.1488 -0.0061 0.0952
O 0.2121 0.0337 -0.1159
C -0.0897 -0.1450 -0.1356
H 0.0442 0.0517 -0.0296
H 0.0048 -0.0474 -0.0032
H 0.0064 0.0114 0.0034
H -0.0577 0.0426 -0.0054
H 0.0928 0.0462 -0.0311
H 0.0086 -0.0327 0.0277
H -0.1622 -0.0086 -0.1252
H 0.0407 -0.1946 0.0656
H -0.0159 0.0062 -0.0338
H 0.0224 0.0788 0.0339
H 0.0513 -0.0486 0.0091
H -0.1267 0.0868 -0.0719
H -0.0713 -0.0381 -0.0129
H 0.0797 0.0747 0.1081

## Properties
**Total charge**: 0
**E_tot**: -29302.134 eV
**HOMO**: -8.84 eV
**Kohn-Sham gap**: 9.50 eV
**SMILES**: CCCCO[C@@]1(C)COC(=O)O1.COCCOCCOC
**F_max**: 1.094 eV/A



Entry 4:
Entry from the Open Molecules 2025 dataset: an isolated ion of composition C5H10NOS and charge +1 (ωB97M-V with the def2-TZVPD basis set).

Geometry (Å):
C  0.388137  0.900896  0.076865
C  0.213831  0.952933  -1.320593
C  1.775948  0.256855  0.386707
C  -1.512987  -1.486462  -0.863593
C  -0.676068  0.087948  0.827735
N  -0.871049  -1.182469  0.403118
O  0.239584  2.132213  0.702795
S  0.361044  1.508437  -2.743831
H  2.610591  0.780084  -0.275156
H  1.728422  -0.825876  0.507486
H  2.071504  0.614675  1.292347
H  -2.441915  -0.946315  -1.042199
H  -0.832293  -1.307648  -1.668500
H  -1.754038  -2.574765  -0.934982
H  -1.518351  0.779510  0.663816
H  -0.349393  0.027797  1.950273
H  -0.368058  -2.036265  0.672019
H  0.935090  2.318452  1.365693

Cartesian forces, eV/Å:
C 1.8964 -1.1651 2.3877
C 0.9907 2.6312 -3.0523
C 1.0098 0.9941 -3.5369
C -0.5101 -0.7298 0.5284
C -0.1191 -0.0691 2.2935
N -1.3951 -3.8215 -1.2865
O 0.2747 1.8964 -0.4254
S -0.6263 -1.3863 2.1745
H -1.5848 -1.9165 0.7985
H 0.2758 0.0942 -0.8747
H 0.3413 1.0351 3.0154
H 0.0162 0.1832 0.1867
H 0.5542 0.3382 -1.0918
H 0.1660 0.8449 0.2478
H -0.3984 -0.7450 0.6815
H -0.5635 0.7247 -2.0619
H -0.0014 1.4221 0.7316
H -0.3266 -0.3309 -0.7161

## Properties
**Total charge**: +1
**E_tot**: -19709.377 eV
**HOMO (spin up / spin down)**: -12.65 / -12.65 eV
**Kohn-Sham gap (spin up / spin down)**: 6.20 / 6.20 eV
**F_max**: 4.267 eV/A
**Relative energy (zero: lowest compared OMol25 entry of this formula, charge and spin)**: 3.542 eV



Question: What is the F_max in the third record?
Answer: 1.094 eV/A